{"formula": "C5H6NS", "method": "wB97M-V/def2-TZVPD", "total_charge": 1, "multiplicity": 1, "relative_energy_kcal_mol": 121.0, "homo_lumo_gap_ev": 7.25, "homo_ev": -14.309, "fmax_ev_per_a": 3.606, "species": ["S", "N", "C", "C", "C", "C", "C", "H", "H", "H", "H", "H", "H"], "positions_angstrom": [[-0.28225, 1.37767, -1.15937], [-1.12744, -0.98703, 0.02224], [0.86604, 0.26506, 1.13752], [0.30607, 0.11692, -2.31152], [-1.78908, -0.17635, 0.67085], [-0.40319, 0.25942, 0.24959], [0.12673, -1.13807, -2.12938], [0.87047, -0.76397, 1.48682], [1.61297, 0.32637, 0.36658], [1.01768, 1.10157, 1.84795], [0.81749, 0.54329, -3.08700], [-2.62302, -0.08960, 1.44393], [0.13491, -2.16667, -1.92758]], "nbo_charge": [0.4356, -0.3327, -0.6395, -0.4617, 0.1807, -0.1225, 0.3284, 0.2375, 0.2206, 0.2645, 0.3355, 0.2833, 0.2702]}



{"formula": "C46H40N3O2PS2Se2V", "method": "wB97M-V/def2-TZVPD", "total_charge": 1, "multiplicity": 3, "relative_energy_kcal_mol": 26.2, "homo_lumo_gap_ev": [4.52, 4.53], "s2": 2.0268, "homo_ev": [-8.960, -8.977], "fmax_ev_per_a": 3.452, "species": ["Se", "Se", "V", "S", "S", "P", "O", "O", "N", "N", "N", "C", "C", "C", "C", "C", "C", "C", "C", "C", "C", "C", "C", "C", "C", "C", "C", "C", "C", "C", "C", "C", "C", "C", "C", "C", "C", "C", "C", "C", "C", "C", "C", "C", "C", "C", "C", "C", "C", "C", "C", "C", "C", "C", "C", "C", "C", "H", "H", "H", "H", "H", "H", "H", "H", "H", "H", "H", "H", "H", "H", "H", "H", "H", "H", "H", "H", "H", "H", "H", "H", "H", "H", "H", "H", "H", "H", "H", "H", "H", "H", "H", "H", "H", "H", "H", "H"], "positions_angstrom": [[0.79949, 2.26048, -0.85698], [-1.52709, -3.72575, -1.65318], [-0.05345, 0.19321, 0.11068], [-1.71648, -1.19651, -2.31875], [0.19300, -2.20100, 2.50824], [0.28159, 2.49065, -3.18627], [-1.35246, -0.14484, -1.26102], [-0.47182, -1.70525, 1.18974], [1.79703, -0.62038, -0.24509], [1.33175, 0.74076, 1.77578], [-1.18460, 1.40360, 1.51343], [1.75733, 2.30712, -4.24964], [3.84755, 1.36638, -4.92075], [0.84967, 1.67490, 2.68603], [4.54133, -1.03059, 2.80807], [2.80059, -0.65019, 0.66403], [-0.58340, 1.89890, 2.62075], [-3.32107, -3.46645, 5.14895], [-3.19830, 2.48047, 2.26975], [1.54428, 4.98712, -3.09800], [0.86933, -4.96461, -0.03552], [-0.80907, 6.38676, -3.09577], [-2.65237, 2.79762, 3.47646], [2.89513, 1.59363, -3.90886], [-4.16226, -1.43496, -0.89235], [4.00844, -1.37806, 0.46770], [3.33401, -0.33831, 3.02559], [-2.48404, -3.02820, 2.93272], [1.55855, 6.36742, -3.03043], [-2.47171, 1.72550, 1.33641], [-1.18515, -2.90095, 3.43175], [-5.72416, -1.07079, -3.15759], [1.53128, 2.16099, 3.80585], [-1.27244, 2.49528, 3.70603], [0.99229, -3.82343, 2.24291], [0.36952, 7.06973, -3.01091], [3.67037, 1.84337, -6.19742], [2.46583, -0.03862, 1.93915], [-6.30462, -1.36369, -1.94080], [-2.04213, -3.42477, 5.67857], [0.80024, 2.66861, 4.89251], [-3.51236, -3.32081, 3.79436], [-0.59884, 2.77464, 4.90349], [0.37461, -3.92073, -1.05815], [-4.34876, -0.97409, -3.24972], [-5.52706, -1.54924, -0.81825], [4.29646, -1.79521, -0.87406], [0.28942, -4.85584, 1.40029], [0.35132, 4.30183, -3.11468], [3.28817, -1.65216, -1.80553], [4.88975, -1.53749, 1.58965], [2.49193, 2.53407, -6.50933], [-0.99667, -3.14707, 4.82064], [1.56987, 2.80928, -5.55016], [-0.87811, 5.01315, -3.16742], [-3.52350, -1.23366, -2.14466], [2.08722, -1.04786, -1.48897], [-1.72874, 7.00471, -3.12023], [2.61898, 2.00992, 4.03761], [1.98813, -5.02058, -0.05868], [1.30013, -4.16140, 3.27637], [-5.99552, -1.80002, 0.11430], [1.36102, 3.03831, 5.71612], [-1.85305, 4.47340, -3.28726], [5.89251, -1.91115, 1.37877], [2.52582, 6.86821, -2.87170], [3.02686, 1.30133, -2.88560], [5.10075, -1.24367, 3.66928], [2.35039, 2.96589, -7.51192], [-7.38590, -1.52275, -1.91121], [0.88991, -3.92867, -2.01213], [4.45923, 1.77759, -6.94860], [-3.57634, -1.56019, 0.00140], [-3.22100, 3.39709, 4.20874], [-6.30163, -0.75653, -3.98969], [2.48711, 4.47292, -3.16152], [-1.85815, -3.62749, 6.71710], [3.05825, -0.18474, 4.07015], [-2.61188, -2.89545, 1.84734], [0.71013, 3.47411, -5.76632], [-3.90380, -0.77981, -4.23679], [4.79172, 0.84229, -4.69509], [-1.14199, 2.91680, 5.80480], [0.39709, -5.84779, 1.90463], [-4.49764, -3.48418, 3.33047], [3.51988, -1.93723, -2.86264], [-0.82958, -4.69562, 1.42765], [0.00310, -3.09527, 5.22964], [1.33221, -0.85761, -2.27491], [-2.94888, 1.36084, 0.40117], [5.32576, -2.04540, -1.20813], [-4.12429, -3.77880, 5.75720], [-4.22905, 2.70094, 2.03153], [0.29177, 8.11722, -2.77738], [0.39415, -5.85374, -0.43303], [0.46563, -2.92710, -0.55336], [1.94150, -3.61031, 1.74268]], "mulliken_charge": [-0.1721, 0.0206, 0.7057, -0.0506, 0.3954, -0.1105, -0.4751, 0.3124, 1.8207, 0.5690, 0.5778, -0.0728, -0.5998, -0.2061, -1.1820, 0.6697, 0.4340, -0.5392, -1.0297, -0.2203, -0.8737, -0.3220, -0.6936, 0.0800, -0.0988, 0.8866, -0.7398, 0.0997, -0.5708, -0.2104, 0.3368, -0.7393, -1.0591, 0.7179, -0.7310, -0.5201, -0.5179, -0.4661, -0.3597, -0.7382, -0.7227, -0.6335, -1.0656, 0.3193, -0.3763, -0.7019, -1.0650, -0.3112, 0.6091, -0.8156, -0.9418, -0.4900, -0.4659, -0.5285, -0.5695, 0.1867, -0.6445, 0.3137, 0.6163, 0.2967, 0.5413, 0.4584, 0.4596, 0.2823, 0.4199, 0.3331, 0.5287, 0.4487, 0.3487, 0.3646, 0.5812, 0.3664, 0.5136, 0.4372, 0.4333, 0.4030, 0.4373, 0.6028, 0.1477, 0.3030, 0.3862, 0.3676, 0.4691, 0.3587, 0.3725, 0.4684, 0.1586, 0.3977, 0.3025, 0.3853, 0.4209, 0.4228, 0.4273, 0.3848, 0.3850, -0.8434, 0.3879]}



{"formula": "H2OS2", "method": "wB97M-V/def2-TZVPD", "multiplicity": 1, "smiles": "OSS", "relative_energy_kcal_mol": 6.7, "homo_lumo_gap_ev": 8.92, "homo_ev": -9.021, "fmax_ev_per_a": 2.275, "species": ["S", "S", "O", "H", "H"], "positions_angstrom": [[0.87826, -0.49630, 1.04744], [-0.72561, 1.06832, 1.01814], [0.62427, -1.13135, -0.44177], [-0.35193, 1.42893, -0.25058], [-0.13503, -1.66082, -0.20011]], "nbo_charge": [0.4006, -0.2132, -0.8187, 0.1479, 0.4834]}



{"formula": "C40H29BF4GeMnOPS5", "method": "wB97M-V/def2-TZVPD", "total_charge": -1, "multiplicity": 2, "relative_energy_kcal_mol": 0.0, "homo_lumo_gap_ev": [5.80, 5.92], "s2": 1.0190, "homo_ev": [-3.850, -4.024], "fmax_ev_per_a": 0.796, "species": ["Ge", "Mn", "S", "S", "S", "S", "S", "P", "F", "F", "F", "F", "O", "C", "C", "C", "C", "C", "C", "C", "C", "C", "C", "C", "C", "C", "C", "C", "C", "C", "C", "C", "C", "C", "C", "C", "C", "C", "C", "C", "C", "C", "C", "C", "C", "C", "C", "C", "C", "C", "C", "C", "C", "B", "H", "H", "H", "H", "H", "H", "H", "H", "H", "H", "H", "H", "H", "H", "H", "H", "H", "H", "H", "H", "H", "H", "H", "H", "H", "H", "H", "H", "H"], "positions_angstrom": [[0.72613, -2.63202, 0.32033], [-0.88118, 0.86456, 0.90991], [-4.83991, -1.03516, -1.13985], [-2.92806, 1.30623, 1.94583], [-7.72961, -1.11204, -0.41714], [-1.93676, -0.28134, -0.79166], [-5.69507, 0.32983, 1.21972], [-0.29977, 2.82503, -0.13666], [1.79741, 0.04818, 3.53191], [-0.30043, -0.01279, 4.46213], [0.15641, 1.45604, 2.72457], [0.01853, -0.76213, 2.29942], [1.15223, -0.88504, -0.25922], [-1.59017, -4.26314, 0.02763], [-0.80815, 2.83633, -1.88330], [3.22941, 0.96122, -0.34805], [-0.78638, 4.72774, 1.77846], [-0.99995, 6.00573, 2.27193], [1.21832, -3.40516, -1.39990], [-2.66321, 2.81363, -3.42202], [-1.77630, 2.71940, -4.48870], [-0.41218, 2.68015, -4.25227], [-1.05683, 7.08478, 1.40115], [-3.58374, -4.31214, 1.36850], [-6.16740, -0.62962, -0.12724], [2.70295, -3.63157, 3.89101], [0.82819, -3.53512, -3.78312], [4.02748, -3.31580, 3.62848], [-0.68219, 5.61065, -0.46032], [0.47048, -3.06419, -2.52955], [-1.79542, -2.79560, 1.91379], [2.69175, -4.70005, -2.81362], [2.45104, 3.65004, -0.35556], [-1.05575, -3.24525, 0.81613], [3.79158, 3.30089, -0.46702], [1.50200, 2.64879, -0.22731], [4.38911, -2.82458, 2.38288], [-3.04893, -3.31947, 2.17959], [0.07358, 2.74190, -2.95068], [-0.90115, 6.88745, 0.03592], [-2.84774, -4.79060, 0.29838], [-0.61888, 4.52585, 0.40978], [2.33126, -4.22480, -1.55773], [1.94174, -4.35343, -3.92636], [2.08822, -2.95578, 1.65706], [0.79730, 0.31517, 0.06280], [-3.98270, 0.42484, 0.87948], [-2.18279, 2.86210, -2.12636], [1.88905, 1.30341, -0.21375], [-3.58383, -0.22366, -0.23966], [1.73875, -3.45027, 2.91105], [4.17880, 1.96511, -0.47093], [3.42268, -2.64629, 1.40495], [0.44285, 0.17031, 3.33040], [3.56007, -5.33855, -2.92108], [-0.39704, -2.41930, -2.42612], [-3.62092, -2.92782, 3.01185], [2.92204, -4.50798, -0.69357], [-0.95652, 7.72776, -0.64466], [5.42132, -2.56880, 2.17781], [-2.87689, 2.88686, -1.29255], [2.41578, -4.00051, 4.86743], [0.28208, 2.59762, -5.07921], [1.14199, 2.70660, -2.77645], [-1.13614, 6.15544, 3.33507], [3.71293, -2.25670, 0.43495], [-1.23326, 8.08162, 1.78581], [2.15103, 4.69124, -0.35602], [-3.25543, -5.56196, -0.34324], [-1.42148, -1.99652, 2.53835], [5.22732, 1.70965, -0.55644], [-0.76581, 3.87670, 2.45031], [0.23907, -3.26148, -4.64975], [-0.57321, 5.45387, -1.52680], [-4.57489, -4.70069, 1.56673], [-2.15243, 2.66273, -5.50249], [0.70280, -3.67957, 3.13147], [4.77733, -3.44090, 4.39978], [-3.73113, 2.81829, -3.59810], [2.22143, -4.72179, -4.90585], [4.54233, 4.07751, -0.54744], [-1.04173, -4.64014, -0.82717], [3.51658, -0.08145, -0.32782]], "mulliken_charge": [1.0688, 1.1397, -0.1090, -0.6576, -0.3237, -0.2517, -0.1782, 1.9760, -0.4009, -0.3581, -0.1878, 0.1022, -0.1818, -0.1704, 0.2626, -0.2246, -0.4253, -0.6743, -0.3268, -0.6571, -0.5035, -0.7774, -0.4648, -0.5431, 0.1145, -0.6192, -0.8343, -0.4872, -0.2966, -0.0967, 0.5031, -0.6725, -0.5436, 0.4801, -0.7569, -0.4268, -0.9678, -1.1318, -0.3115, -0.6945, -0.8480, 0.0359, -0.2233, -0.4970, -0.0706, -0.3510, 0.2842, -0.3362, 0.6738, -0.2235, -0.1573, -0.8820, -0.0208, -0.1537, 0.4111, 0.4412, 0.4606, 0.3434, 0.3971, 0.3912, 0.3768, 0.3986, 0.4036, 0.3835, 0.4173, 0.3592, 0.3680, 0.5140, 0.3922, 0.4516, 0.4139, 0.3397, 0.4387, 0.4137, 0.3997, 0.3702, 0.3186, 0.3699, 0.4378, 0.3637, 0.3994, 0.3127, 0.2906]}



Repeat the third record exactly.
{"formula": "H2OS2", "method": "wB97M-V/def2-TZVPD", "multiplicity": 1, "smiles": "OSS", "relative_energy_kcal_mol": 6.7, "homo_lumo_gap_ev": 8.92, "homo_ev": -9.021, "fmax_ev_per_a": 2.275, "species": ["S", "S", "O", "H", "H"], "positions_angstrom": [[0.87826, -0.49630, 1.04744], [-0.72561, 1.06832, 1.01814], [0.62427, -1.13135, -0.44177], [-0.35193, 1.42893, -0.25058], [-0.13503, -1.66082, -0.20011]], "nbo_charge": [0.4006, -0.2132, -0.8187, 0.1479, 0.4834]}